The following is a quantum chemistry calculation of the molecule C14H15Cl2N3O at a distorted geometry, from the OMol25 dataset.

The geometry in XYZ format:
```
35
Properties=species:S:1:pos:R:3:mulliken_charge:R:1
H 1.54 1.58 1.65 0.255
C -0.20 -3.79 -2.92 0.489
C -1.22 1.71 3.62 -0.699
C 0.53 1.32 2.00 -1.260
N 0.18 2.00 3.25 -0.164
C -0.77 -2.67 -0.81 -0.481
C 0.36 3.41 3.07 -0.685
C -0.24 1.81 0.79 -0.119
Cl -0.16 -5.16 -3.91 -0.170
H 0.72 -2.64 -4.43 0.383
H -1.53 2.43 4.35 0.299
C -0.62 -3.82 -1.57 -0.089
H 0.35 4.00 3.93 0.323
C 0.10 -1.39 -2.56 0.143
H -1.37 0.67 4.03 0.331
H 0.49 0.28 2.13 0.453
N -0.84 0.58 0.11 -0.023
H 0.40 2.42 0.01 0.478
N 0.32 0.75 -1.91 -0.467
H -1.64 0.13 0.55 0.193
Cl -1.03 -5.44 -0.74 -0.206
C 0.21 -2.57 -3.46 -0.854
C -1.38 2.75 1.30 0.008
C -2.21 2.03 2.41 -0.692
C -0.56 3.92 1.91 -0.839
C -0.41 -1.44 -1.30 0.771
O 0.61 -0.14 -2.88 -0.259
H -2.01 2.88 0.51 0.559
C -0.34 -0.04 -1.06 0.129
H -2.59 1.00 2.01 0.208
H -1.19 4.75 2.23 0.390
H -3.16 2.53 2.66 0.440
H -1.06 -2.63 0.26 0.389
H 0.14 4.43 1.17 0.413
H 1.35 3.56 2.69 0.355
```

Calculated values
molar mass: 312.2 g mol⁻¹
highest occupied orbital energy: -0.2985 Ha
total charge: 0
SMILES: Clc1cc2onc(N[C@@H]3CN4CCC3CC4)c2cc1Cl
relative energy (zero: lowest compared OMol25 entry of this formula, charge and spin): 102.7 kcal per mole
Kohn-Sham gap: 8.1 eV
energy: -1702.2424 Ha
multiplicity: 1
LUMO level: 0.000 Eh

=====

The following is a quantum chemistry calculation of a structure of composition C27H55Br12N4O3S2Si at a distorted geometry, from the OMol25 dataset.

The geometry in XYZ format:
```
104
Properties=species:S:1:pos:R:3:mulliken_charge:R:1
H -0.50 -2.37 -0.60 -0.442
H 3.15 -4.50 3.59 0.396
H -1.97 1.39 -2.87 -0.499
H 1.80 3.07 -2.45 0.184
H 2.38 -5.66 2.50 -0.017
Br 1.24 -3.75 0.46 0.004
C 1.47 -2.33 -4.18 -1.132
H -0.02 5.23 6.24 0.344
Br 3.36 -5.00 -2.66 -0.021
C 6.18 -5.16 -2.30 0.738
H 3.15 1.80 3.39 0.529
H 2.09 -2.01 -5.00 0.408
H 0.69 1.04 -4.23 0.116
C -2.77 2.95 -1.52 -0.672
H 2.94 -7.49 4.25 0.418
C 0.05 1.47 -0.92 0.292
H 2.54 4.95 5.96 0.373
H 0.85 0.22 -5.80 0.510
C -4.11 5.90 0.13 -0.458
C -1.88 -0.23 -0.76 -0.625
H -1.30 -3.73 2.02 0.440
H -7.26 6.80 3.07 0.355
C -1.70 2.36 -2.46 -0.818
S 2.78 0.43 1.55 1.403
Si -0.11 -1.31 -4.12 0.517
H -2.45 -0.62 -2.81 0.868
H 2.22 0.37 3.86 0.364
H 5.33 -5.38 -2.95 -1.229
C -7.70 6.32 3.94 -0.645
C -1.48 -3.45 0.99 -1.688
C 5.75 -4.85 -0.90 -1.067
Br 3.18 -5.97 -6.21 -0.172
C 1.31 0.58 0.51 -0.067
H -3.70 2.44 -1.74 0.634
C -8.05 4.87 3.69 -0.552
H -8.23 4.32 4.60 0.365
C 2.34 1.14 3.11 -0.820
H -4.23 6.74 -0.54 0.266
C 2.66 -5.46 3.53 -0.296
H 4.75 -4.34 -5.16 0.362
H 5.28 -3.87 -0.85 0.489
C 0.00 -1.35 1.28 -1.639
H -2.50 2.65 -0.51 0.367
H 1.44 1.73 3.00 0.077
H -2.21 4.88 -2.34 0.486
C 0.48 4.29 6.04 -0.612
Br 4.39 -6.11 -0.27 -0.173
Br 4.37 -6.09 5.74 -0.143
Br 2.68 2.54 6.57 -0.134
H -2.69 0.49 -0.85 0.249
H -1.04 -3.08 -5.54 0.415
H 4.36 -7.02 -3.72 0.537
O -0.47 -1.13 -2.47 -0.199
N -0.62 0.37 -0.46 0.794
N 0.22 -0.18 0.47 0.359
H -1.52 -4.37 0.43 0.473
H -4.05 7.52 1.59 0.355
H -8.59 6.87 4.24 0.377
O 3.16 -0.94 1.69 -0.574
N 1.25 1.59 -0.33 -0.457
C 1.89 4.32 6.56 -0.565
Br -6.60 3.95 2.77 -0.139
H -4.94 5.20 0.06 0.373
Br -1.34 -0.86 2.66 -0.007
H -4.77 6.01 2.18 -0.038
H -1.62 3.03 -3.30 0.889
H -3.02 6.15 1.98 0.317
H 6.57 -4.89 -0.18 0.526
H -0.73 0.79 -5.27 0.277
C 4.65 -5.98 -3.75 0.420
C 0.21 0.36 -4.93 -1.034
C -2.81 5.19 -0.27 -0.937
H -0.10 3.47 6.45 0.384
H -2.35 -2.43 -4.55 0.369
C -1.82 -1.09 -2.07 -1.100
C 4.72 -5.42 -5.14 -0.666
H 5.61 -5.85 -3.24 -0.354
H -2.18 -0.90 0.03 0.189
C -1.46 -2.17 -5.11 -1.286
H 1.91 4.65 7.59 0.357
H -2.23 -2.07 -1.86 0.442
H -3.93 4.65 -2.04 0.534
C -3.98 6.44 1.57 -0.803
H 6.75 -4.34 -2.71 0.295
H -2.57 4.49 0.52 0.418
H 4.32 -6.80 3.37 0.305
S 0.63 3.69 -2.21 -0.131
Br 0.44 4.09 4.10 -0.093
H -1.77 -1.54 -5.93 0.336
N -0.39 2.36 -1.81 0.269
H -8.91 4.79 3.03 0.349
H -2.00 5.90 -0.33 0.266
Br -6.44 6.52 5.39 -0.109
C 3.51 -6.58 4.06 -0.543
Br 0.98 -5.30 4.50 -0.155
C -0.35 -2.60 0.44 1.337
O 3.77 1.25 0.94 -0.650
H 0.88 -1.57 1.86 0.815
H 1.99 -2.14 -3.24 0.234
C -2.93 4.48 -1.64 -0.871
H -2.43 -2.93 0.89 0.409
H 5.59 -5.82 -5.67 0.452
H 1.23 -3.38 -4.24 0.323
Br 7.36 -6.70 -2.38 -0.116
```

Calculated values
molar mass: 1534.8 g mol⁻¹
highest occupied orbital energy: -0.3858 Ha
total charge: +1
Kohn-Sham gap: 7.2 eV
energy: -33479.9930 Ha
multiplicity: 1
LUMO level: -0.119 Eh

=====

The following is a quantum chemistry calculation of a cluster of 2 separate species, C2H2F2O2 in total at a distorted geometry, from the OMol25 dataset.

The geometry in XYZ format:
```
8
Properties=species:S:1:pos:R:3:mulliken_charge:R:1
F 0.42 0.57 1.45 -0.164
O -1.85 1.06 1.15 -0.340
H -2.12 0.13 -0.71 0.267
F 2.88 -1.07 -0.95 -0.412
C -0.11 0.22 0.21 0.623
C -1.50 0.77 -0.05 0.112
O 0.32 -0.74 -0.35 -0.519
H 1.96 -0.94 -0.76 0.433
```

Calculated values
molar mass: 96.0 g mol⁻¹
highest occupied orbital energy: -0.4316 Ha
total charge: 0
SMILES: O=CC(=O)F.F
relative energy (zero: lowest compared OMol25 entry of this formula, charge and spin): 45.9 kcal per mole
Kohn-Sham gap: 9.6 eV
energy: -427.5510 Ha
multiplicity: 1
LUMO level: -0.078 Eh

=====

The following is a quantum chemistry calculation of a structure of composition C34H60AsGeN5O6S2Si3Sn, from the OMol25 dataset.

The geometry in XYZ format:
```
113
Properties=species:S:1:pos:R:3:mulliken_charge:R:1
H -3.75 -0.04 1.42 -0.386
N -4.18 -2.81 1.95 0.320
C -0.10 -0.81 -3.89 -0.491
C 4.82 -1.37 1.14 1.512
C 1.17 5.12 -0.38 -0.955
H -3.20 1.29 -3.41 0.022
C 0.95 -3.80 1.46 -1.089
H -0.56 -4.46 -2.01 0.594
H -3.27 2.92 -0.58 0.131
H 3.79 -2.42 2.73 0.207
N -3.22 -1.19 3.10 0.007
H 3.69 -2.17 -1.13 0.261
H -3.70 -4.79 1.56 0.384
N 3.54 -0.98 0.51 0.957
H 1.25 1.03 -6.27 0.394
C -2.95 2.26 -3.83 -0.743
O -2.20 2.92 1.99 -0.719
C -2.91 3.79 -1.14 -0.909
H 2.60 -2.67 0.00 -0.124
H -2.42 -0.75 3.52 -0.162
C 3.09 2.69 -0.33 -0.652
H 4.28 -3.47 1.38 0.314
H 2.26 -0.41 1.57 0.240
H 3.91 3.33 -0.02 0.570
C -0.56 -3.17 -0.31 -0.025
H -0.81 4.62 -4.47 0.282
H 0.20 -1.41 -4.75 0.611
C 0.85 1.66 -5.47 -1.018
C -1.41 4.87 -3.59 -1.143
H -5.19 -4.58 2.50 0.277
O -0.38 -1.78 1.59 1.619
C -3.18 -2.48 2.78 0.592
C -3.91 -2.33 -1.77 -1.202
C -4.59 -4.17 1.69 -1.091
H -2.29 5.41 -3.93 0.414
C -0.13 -4.28 -1.04 -0.678
S -1.09 2.01 2.00 1.910
C -2.84 -3.05 -1.30 -0.667
C 5.20 -0.19 2.03 -1.559
H 1.98 5.78 -0.08 0.396
H -2.63 0.73 -1.18 0.404
H 2.72 -0.24 -2.47 -0.412
Si 0.92 0.77 -3.83 0.575
H 0.47 5.70 -0.98 0.251
H 6.05 -0.76 -0.54 0.343
As 0.61 -1.23 3.09 0.643
H -1.17 -0.61 -3.97 0.226
H 1.18 -5.97 -1.13 0.454
C -1.34 1.98 5.98 -0.674
H -2.85 -4.13 -1.29 0.716
C -1.40 2.30 4.63 -0.913
O 1.42 -0.01 1.95 -0.453
H 2.63 2.27 0.57 0.147
H -4.79 -2.84 -2.16 0.511
C -1.71 -2.39 -0.82 0.656
H 5.48 -2.89 2.53 0.537
O -0.99 -2.61 4.09 -0.535
C -2.72 -0.35 -1.24 -1.159
C -0.40 0.18 4.03 -0.975
C 1.37 -4.90 0.72 -0.686
C -5.12 -1.68 1.88 -0.929
C -4.22 -0.51 2.29 0.184
H 3.15 3.51 -3.49 0.269
H 4.43 0.01 2.77 0.212
H -4.75 0.25 2.86 0.510
H -0.82 5.54 -2.97 0.265
S -1.99 -3.55 3.36 -0.297
H 1.35 -3.65 2.46 0.675
Si 1.86 3.68 -1.35 1.016
H 0.65 4.77 0.52 0.155
C 2.72 4.32 -2.89 -1.148
H 3.53 5.00 -2.61 0.419
H 3.07 -0.41 -4.19 0.481
C 5.91 -1.63 0.11 -1.838
H -4.68 -0.33 -2.09 0.625
C -0.82 0.75 6.36 -0.837
H -0.78 0.48 7.41 0.450
C 0.85 -5.13 -0.55 -1.223
H -0.18 1.92 -5.74 0.274
H 0.07 -1.41 -2.99 -0.281
H 0.02 -1.09 5.71 0.503
Ge 0.12 2.22 -2.11 1.108
O 0.18 2.51 1.52 -0.494
O -1.40 0.75 1.22 -0.294
H -3.88 2.77 -4.08 0.426
H 3.36 1.14 -3.39 0.262
H 3.51 1.88 -0.94 -0.071
H 2.03 4.88 -3.53 0.287
H -1.83 3.24 4.32 0.588
H 1.43 2.58 -5.45 0.293
H -2.32 4.38 -0.45 0.262
C 0.02 -2.90 0.94 -0.137
H 6.14 -0.39 2.55 0.456
H 3.67 -0.08 0.04 -0.498
C -0.93 1.42 3.67 0.681
H -2.41 2.08 -4.76 0.237
C 4.57 -2.61 1.99 -1.573
N -1.67 -1.05 -0.80 1.357
N 2.98 -1.85 -0.47 -0.399
H 6.86 -1.83 0.61 0.467
H 5.34 0.72 1.43 0.370
Sn 0.22 0.26 -0.09 -1.631
H 5.69 -2.50 -0.51 0.407
H -5.53 -1.58 0.88 0.416
C -3.86 -0.94 -1.74 -0.900
H -3.79 4.38 -1.43 0.527
C 2.69 0.28 -3.43 -0.380
H -1.71 2.67 6.72 0.435
H -5.16 -4.20 0.76 0.346
H 2.10 -5.57 1.14 0.495
C -0.36 -0.13 5.40 -0.892
H -5.94 -1.83 2.59 0.387
Si -1.93 3.33 -2.66 0.924
```

Calculated values
molar mass: 1049.5 g mol⁻¹
highest occupied orbital energy (spin up / spin down): -0.3328 / -0.3764 Ha
<S²>: 0.761
total charge: +1
relative energy (zero: lowest compared OMol25 entry of this formula, charge and spin): 0.0 kcal per mole
Kohn-Sham gap (spin up / spin down): 6.6 / 6.7 eV
energy: -8248.5887 Ha
multiplicity: 2
LUMO level (spin up / spin down): -0.089 / -0.129 Eh

=====

The following is a quantum chemistry calculation of a structure of composition C33H46OP2SiSn at a distorted geometry, from the OMol25 dataset.

The geometry in XYZ format:
```
84
Properties=species:S:1:pos:R:3:mulliken_charge:R:1
H -0.41 -7.59 2.26 0.407
C 2.12 -1.70 1.36 0.816
H 4.13 -0.38 4.37 0.407
C 0.55 2.57 0.58 -0.598
C -0.34 4.78 -0.43 -0.666
H 0.03 6.65 0.40 0.491
H 6.17 -3.77 -0.99 0.420
H -2.74 1.95 -4.06 0.693
H 0.03 -5.65 3.75 0.410
P -1.03 1.68 -2.32 0.868
C 4.12 -3.25 -0.58 -0.051
H -3.58 -1.83 0.50 0.451
C -3.82 2.75 0.71 -1.072
H 4.38 -2.76 3.64 0.451
H 0.58 -3.42 2.78 0.453
H 0.70 1.61 0.10 0.018
H -0.85 -0.44 -3.42 0.414
C 3.72 -2.07 3.13 -1.014
H 1.06 3.56 -1.34 0.950
O 0.22 -1.50 -0.77 0.035
C -0.27 0.49 -3.45 -1.568
H 0.56 -5.19 -1.15 0.269
H -0.88 5.15 -1.36 0.198
C 4.86 -4.16 -2.69 -0.424
C 2.79 -3.17 -1.04 0.710
H -0.35 2.16 3.70 0.416
C -0.53 3.12 -3.43 -1.498
H -3.12 3.31 -1.71 0.211
C 5.15 -3.76 -1.38 -0.722
H -1.26 1.49 1.46 0.497
C 0.42 5.24 2.01 -0.953
C -2.75 1.60 -3.02 -1.162
C -2.49 -1.85 0.75 -1.460
H -0.67 4.12 -3.00 0.233
C -0.16 -6.62 1.84 -0.491
C 3.54 -4.18 -3.13 -0.659
H 0.60 6.15 2.60 0.500
H 4.42 -2.90 0.42 0.373
H -2.86 3.26 0.67 0.089
C 2.74 0.12 2.80 -0.003
C 2.95 -2.55 2.09 -0.913
H -6.38 0.95 -0.07 0.363
H 3.00 -3.61 1.81 0.916
H 1.34 0.30 1.17 -0.339
H 1.42 4.96 1.64 0.353
H -1.31 3.21 0.98 -1.795
H 3.30 -4.56 -4.12 0.405
C -5.80 1.50 -0.82 -1.310
C 0.48 3.70 -0.42 -0.509
C 0.40 -4.27 2.11 0.031
H 2.61 1.16 3.11 0.410
H 5.68 -4.46 -3.35 0.423
C 3.59 -0.73 3.50 -0.929
H -1.46 5.97 0.99 0.315
C 2.00 -0.36 1.71 0.218
H 1.50 -3.59 -2.75 0.361
C -0.69 2.45 1.46 2.214
H -0.21 4.64 4.03 0.458
H -6.16 2.55 -0.86 0.432
H 0.73 0.32 -3.03 0.337
C -0.11 4.25 3.01 -0.440
C 2.52 -3.65 -2.33 -0.393
H 1.47 2.72 1.17 0.721
H -3.04 0.55 -2.97 0.372
H -1.04 3.11 -4.41 0.485
C -0.41 5.70 0.76 -0.531
C 0.54 -4.11 0.72 1.010
H -3.92 2.32 1.72 0.446
H -0.21 0.87 -4.47 0.580
H 0.55 3.01 -3.63 0.457
H -5.99 1.05 -1.81 0.389
H -4.55 3.56 0.57 0.483
H -4.56 2.69 -2.54 0.698
C -3.60 2.40 -2.09 -1.013
H -0.45 -7.25 -0.20 0.408
P -3.92 1.38 -0.55 0.715
C -0.13 -6.45 0.46 -0.660
C 0.09 -5.53 2.67 -0.698
H -2.29 -2.91 0.83 0.411
H -2.19 -1.31 1.65 0.347
C -0.34 2.92 2.87 -0.943
C 0.33 -5.24 -0.08 -0.570
Sn -1.79 -0.72 -1.08 0.934
Si 1.26 -2.53 -0.05 -1.087
```

Calculated values
molar mass: 667.5 g mol⁻¹
highest occupied orbital energy (spin up / spin down): -0.4731 / -0.4433 Ha
total charge: +2
relative energy (zero: lowest compared OMol25 entry of this formula, charge and spin): 48.8 kcal per mole
Kohn-Sham gap (spin up / spin down): 3.8 / 2.5 eV
energy: -2546.0055 Ha
multiplicity: 1
LUMO level (spin up / spin down): -0.334 / -0.352 Eh

=====

Please write out number 3 again, unchanged.
The following is a quantum chemistry calculation of a cluster of 2 separate species, C2H2F2O2 in total at a distorted geometry, from the OMol25 dataset.

The geometry in XYZ format:
```
8
Properties=species:S:1:pos:R:3:mulliken_charge:R:1
F 0.42 0.57 1.45 -0.164
O -1.85 1.06 1.15 -0.340
H -2.12 0.13 -0.71 0.267
F 2.88 -1.07 -0.95 -0.412
C -0.11 0.22 0.21 0.623
C -1.50 0.77 -0.05 0.112
O 0.32 -0.74 -0.35 -0.519
H 1.96 -0.94 -0.76 0.433
```

Calculated values
molar mass: 96.0 g mol⁻¹
highest occupied orbital energy: -0.4316 Ha
total charge: 0
SMILES: O=CC(=O)F.F
relative energy (zero: lowest compared OMol25 entry of this formula, charge and spin): 45.9 kcal per mole
Kohn-Sham gap: 9.6 eV
energy: -427.5510 Ha
multiplicity: 1
LUMO level: -0.078 Eh

=====

Q: Among the records above, which one has the highest energy?
A: C2H2F2O2

=====

Q: What is the molar mass in the first record?
A: 312.2 g mol⁻¹